No. 1
Formula: C46H85BrF4N8O10S
Source: OMol25
Level of theory: ωB97M-V/def2-TZVPD

Last column: Mulliken charge in e.
Element x y z (Å)
C -8.050 -2.167 -0.557  -1.079
C -7.749 -0.847 -1.322  -0.435
C -6.939 0.185 -0.478  -0.619
C -5.884 0.842 -1.396  -0.716
C -5.292 2.071 -0.680  -0.824
C -3.993 2.522 -1.418  -1.145
C -2.831 2.888 -0.434  -1.109
C -1.561 2.072 -0.771  -1.315
C -0.590 1.701 0.377  1.214
C -0.675 2.783 1.460  -2.295
C -0.534 4.260 1.133  1.171
C -0.294 4.892 -0.078  1.094
C -0.224 6.277 -0.238  -1.509
C -0.395 7.116 0.862  0.870
C -0.371 8.614 0.707  -1.586
C -0.625 6.487 2.085  -0.845
C -0.691 5.114 2.237  -1.821
C 0.945 1.567 -0.094  0.303
N 1.170 2.066 -1.460  -0.321
C 2.023 2.342 0.732  -1.074
C 3.354 2.556 -0.007  -0.589
F 3.394 3.771 -0.668  -0.365
C 1.352 0.045 -0.211  -2.069
C 2.520 -0.556 0.588  -1.886
C 3.202 -1.715 -0.209  -0.203
C 4.399 -1.247 -1.060  -1.280
Br 3.920 -2.988 1.151  -0.141
C -0.092 -0.613 0.008  -0.064
F 0.259 -1.854 0.483  0.236
S -0.674 -1.080 -1.690  1.092
O -0.404 -0.058 -2.639  -0.345
O -1.993 -1.589 -1.760  -0.618
F 0.270 -2.287 -2.039  -0.244
N -0.841 0.279 0.919  1.050
C -2.306 -0.316 0.930  0.208
O -3.277 0.424 0.976  -0.531
O -2.339 -1.539 1.028  -0.550
C -0.491 -0.003 2.358  0.443
C -1.462 0.475 3.432  -1.743
F 0.792 0.386 2.690  -0.320
H -9.118 -2.240 -0.344  0.267
H -7.454 -2.198 0.355  0.340
H -7.768 -3.012 -1.189  0.297
H -8.650 -0.360 -1.703  0.365
H -7.125 -1.099 -2.184  0.294
H -6.437 -0.341 0.337  0.246
H -7.612 0.950 -0.075  0.289
H -6.328 1.131 -2.351  0.411
H -5.069 0.119 -1.493  0.361
H -5.985 2.920 -0.700  0.484
H -5.087 1.830 0.364  0.299
H -4.280 3.428 -1.964  0.516
H -3.683 1.800 -2.179  0.448
H -2.697 3.965 -0.555  0.737
H -3.238 2.742 0.563  0.520
H -1.069 2.610 -1.576  0.415
H -1.969 1.176 -1.244  0.891
H 0.011 2.605 2.296  1.041
H -1.655 2.679 1.938  1.229
H -0.195 4.296 -0.978  0.337
H -0.045 6.670 -1.233  0.464
H -0.005 9.112 1.605  0.368
H 0.138 8.917 -0.208  0.426
H -1.415 8.930 0.594  0.225
H -0.786 7.110 2.962  0.335
H -0.905 4.717 3.227  0.464
H 1.807 1.552 -2.035  0.313
H 1.200 3.065 -1.562  0.391
H 2.329 1.848 1.660  0.312
H 1.751 3.363 1.014  0.165
H 4.162 2.569 0.736  0.446
H 3.596 1.721 -0.670  0.201
H 1.550 -0.332 -1.220  1.536
H 3.336 0.127 0.819  0.874
H 2.247 -1.001 1.543  0.522
H 2.488 -2.296 -0.789  0.532
H 4.101 -1.199 -2.113  0.202
H 5.163 -2.034 -1.019  0.577
H 4.783 -0.289 -0.708  0.312
H -0.479 -1.081 2.514  0.477
H -1.887 -0.344 4.008  0.355
H -0.880 1.051 4.159  0.332
H -2.292 1.110 3.125  0.354
C 4.528 -4.713 -2.859  -0.660
C 5.933 -4.166 -2.942  0.777
O 6.244 -3.097 -2.431  -0.674
N 6.854 -4.902 -3.608  -0.156
C 6.670 -6.182 -4.272  -0.855
H 3.911 -4.017 -2.298  -0.327
H 4.105 -4.829 -3.858  0.382
H 4.523 -5.674 -2.344  0.399
H 7.769 -4.480 -3.624  0.235
H 7.341 -6.916 -3.822  0.263
H 6.926 -6.072 -5.327  0.293
H 5.650 -6.537 -4.192  0.306
C 0.694 -6.109 4.405  -1.149
C 0.937 -6.467 2.958  0.740
O 1.551 -7.472 2.632  -0.677
N 0.443 -5.623 2.016  -0.054
C -0.302 -4.390 2.209  -0.553
H 1.144 -6.872 5.034  0.311
H 1.150 -5.147 4.642  0.296
H -0.376 -6.071 4.614  0.328
H 0.638 -5.919 1.073  0.197
H -1.268 -4.494 1.714  0.278
H 0.253 -3.585 1.738  -0.034
H -0.455 -4.162 3.258  0.255
C 0.943 -0.006 6.847  -1.014
C -0.301 -0.858 6.941  0.803
O -0.858 -1.301 5.948  -0.621
N -0.790 -1.123 8.178  -0.191
C -0.272 -0.689 9.463  -0.883
H 1.208 0.115 5.800  -0.084
H 0.763 0.981 7.277  0.372
H 1.774 -0.487 7.363  0.461
H -1.620 -1.696 8.166  0.258
H -0.031 -1.565 10.067  0.290
H -1.036 -0.108 9.981  0.290
H 0.619 -0.082 9.347  0.337
C -4.033 6.686 2.885  -1.122
C -3.780 8.144 3.184  0.681
O -3.082 8.843 2.467  -0.610
N -4.361 8.667 4.296  -0.181
C -5.215 8.002 5.262  -0.842
H -3.508 6.412 1.975  0.080
H -3.662 6.064 3.701  0.369
H -5.100 6.510 2.738  0.503
H -4.151 9.643 4.436  0.249
H -6.182 8.507 5.295  0.286
H -4.757 8.063 6.250  0.276
H -5.368 6.959 5.005  0.330
C 6.943 -9.149 -7.337  -1.359
C 6.031 -9.432 -6.167  0.796
O 5.155 -8.653 -5.824  -0.640
N 6.215 -10.597 -5.494  -0.172
C 7.193 -11.639 -5.749  -0.815
H 6.673 -8.189 -7.768  0.290
H 7.982 -9.105 -7.009  0.366
H 6.830 -9.918 -8.103  0.433
H 5.574 -10.722 -4.726  0.229
H 6.674 -12.578 -5.951  0.284
H 7.818 -11.770 -4.864  0.279
H 7.824 -11.393 -6.596  0.314
C -0.066 4.211 -6.804  -1.323
C -1.046 3.873 -5.705  0.930
O -1.888 4.670 -5.322  -0.659
N -0.961 2.638 -5.146  -0.027
C -0.034 1.566 -5.462  -0.673
H -0.258 5.223 -7.146  0.309
H 0.958 4.157 -6.431  0.339
H -0.188 3.529 -7.646  0.360
H -1.643 2.477 -4.420  0.054
H -0.601 0.687 -5.774  0.241
H 0.530 1.319 -4.563  0.052
H 0.652 1.847 -6.254  0.418

Output
Gap between HOMO and LUMO in eV: 9.008
Spin multiplicity: 1
SMILES string: CCCCCCCC[C@]1(Cc2ccc(C)cc2)[C@@](N)(CCF)[C@@H](C[C@@H](C)Br)[C@](F)(S(=O)(=O)F)[N@@+]1(C(=O)[O-])[C@H](C)F.CNC(C)=O.CNC(C)=O.CNC(C)=O.CNC(C)=O.CNC(C)=O.CNC(C)=O
HOMO level in eV: -8.736

No. 2
Formula: C46H86Br10NO20S5
Source: OMol25
Level of theory: ωB97M-V/def2-TZVPD

Last column: Mulliken charge in e.
Element x y z (Å)
C 3.297 25.932 17.846  -1.434
C 2.677 27.127 18.608  1.410
C 1.162 27.046 18.391  -1.390
C 0.225 26.193 19.265  -0.767
C 0.627 26.420 20.742  -1.098
C 2.097 26.237 21.062  1.174
N 2.905 27.040 20.110  0.584
O 4.360 27.083 20.466  -0.198
C 2.553 24.723 20.857  -1.449
C 2.314 26.878 22.497  -1.619
C 3.141 28.476 18.106  -1.724
H 2.702 25.050 18.082  0.341
H 4.314 25.626 18.094  0.394
H 3.461 26.122 16.785  0.397
H 1.087 26.984 17.305  0.547
H 0.705 28.025 18.536  0.469
H 0.381 25.162 18.948  0.363
H -0.838 26.383 19.110  0.428
H 0.075 25.695 21.339  0.468
H 0.300 27.438 20.955  0.395
H 2.251 24.312 19.894  0.333
H 2.211 24.144 21.716  0.405
H 3.637 24.612 20.843  0.406
H 3.277 26.666 22.962  0.445
H 1.737 26.456 23.320  0.415
H 2.131 27.953 22.512  0.417
H 2.802 28.629 17.081  0.398
H 4.230 28.477 18.055  0.453
H 2.882 29.275 18.799  0.437
Br 2.920 38.841 17.295  -0.158
C 2.180 37.106 17.985  -0.577
C 0.957 37.344 18.824  -0.549
Br 0.093 35.607 19.370  -0.170
H 2.948 36.621 18.589  0.358
H 2.122 36.542 17.054  0.364
H 0.229 37.930 18.263  0.373
H 1.109 37.832 19.788  0.361
Br 6.242 19.479 13.245  -0.138
C 5.270 18.030 14.073  -0.476
C 6.364 17.006 14.615  -0.659
Br 6.992 15.741 13.264  -0.107
H 4.641 17.545 13.327  0.362
H 4.675 18.401 14.908  0.313
H 5.880 16.230 15.208  0.301
H 7.181 17.388 15.227  0.404
Br -7.139 29.356 23.651  -0.160
C -9.106 29.487 23.584  -0.460
C -9.472 29.874 22.139  -0.690
Br -11.450 30.084 21.846  -0.165
H -9.345 30.309 24.258  0.336
H -9.528 28.549 23.945  0.365
H -9.118 29.213 21.348  0.391
H -9.043 30.819 21.806  0.384
Br -8.130 22.951 20.914  -0.135
C -9.684 22.338 19.837  -0.594
C -11.006 22.655 20.594  -0.611
Br -10.975 21.523 22.332  -0.130
H -9.640 21.254 19.735  0.357
H -9.532 22.780 18.852  0.381
H -11.847 22.388 19.955  0.362
H -11.048 23.679 20.965  0.369
Br 2.669 12.804 22.597  -0.151
C 4.067 14.080 22.967  -0.601
C 3.623 15.491 22.451  -0.547
Br 5.083 16.725 22.947  -0.176
H 4.938 13.694 22.438  0.352
H 4.366 13.947 24.006  0.386
H 2.692 15.919 22.824  0.376
H 3.487 15.560 21.372  0.361
O -1.635 21.136 10.966  -0.585
S -1.689 22.428 11.684  1.088
O -0.624 22.824 12.604  -0.582
O -1.962 23.624 10.653  -0.257
C -0.836 24.100 9.912  -0.306
C -0.296 25.449 10.416  -1.059
C -3.340 22.547 12.625  -0.898
H -1.191 24.319 8.905  0.302
H -0.059 23.336 9.908  0.354
H -0.069 25.476 11.482  0.289
H -0.993 26.263 10.219  0.311
H 0.514 25.794 9.774  0.355
H -3.489 23.583 12.926  0.304
H -3.320 22.015 13.577  0.365
H -4.096 22.179 11.932  0.317
O 8.584 35.588 17.332  -0.586
S 9.009 35.243 15.953  1.090
O 10.075 34.249 15.814  -0.562
O 7.593 34.804 15.064  -0.345
C 7.854 34.304 13.728  -0.188
C 6.780 34.861 12.835  -1.074
C 9.306 36.906 15.209  -0.791
H 7.802 33.216 13.675  0.271
H 8.885 34.564 13.490  0.344
H 6.798 35.950 12.796  0.272
H 5.844 34.524 13.279  0.279
H 6.815 34.414 11.841  0.356
H 8.325 37.179 14.822  0.255
H 10.055 36.771 14.428  0.301
H 9.694 37.608 15.948  0.377
O -2.315 34.909 13.122  -0.574
S -3.153 33.697 13.169  1.081
O -2.637 32.435 13.769  -0.609
O -4.578 34.098 13.967  -0.302
C -5.273 33.011 14.640  -0.071
C -6.661 33.660 14.917  -1.249
C -3.743 33.440 11.473  -0.866
H -4.901 32.826 15.648  0.235
H -5.357 32.076 14.086  0.353
H -7.239 33.837 14.009  0.324
H -6.563 34.678 15.293  0.321
H -7.370 33.130 15.553  0.369
H -4.107 34.413 11.142  0.331
H -4.588 32.769 11.324  0.320
H -2.820 33.247 10.926  0.337
O 7.972 24.534 28.337  -0.609
S 7.311 25.218 29.430  1.117
O 7.005 26.645 29.334  -0.588
O 5.870 24.456 29.710  -0.281
C 5.724 23.067 29.634  -0.089
C 4.169 22.903 29.785  -1.234
C 8.146 24.825 31.008  -0.872
H 6.270 22.525 30.407  0.282
H 6.024 22.599 28.696  0.283
H 3.863 23.403 30.704  0.307
H 3.756 21.902 29.662  0.377
H 3.601 23.484 29.059  0.319
H 8.156 23.739 31.092  0.312
H 7.565 25.314 31.789  0.308
H 9.154 25.240 31.022  0.368
O 4.940 35.518 25.455  -0.593
S 5.786 35.244 24.251  1.102
O 5.501 34.060 23.454  -0.572
O 5.711 36.627 23.332  -0.298
C 5.744 37.861 23.974  -0.355
C 7.064 38.546 23.506  -0.989
C 7.576 35.376 24.600  -0.920
H 5.792 37.747 25.057  0.363
H 4.811 38.347 23.685  0.329
H 7.954 37.929 23.627  0.271
H 7.081 39.524 23.987  0.336
H 6.973 38.756 22.440  0.304
H 7.714 34.515 25.254  0.364
H 7.839 36.170 25.299  0.329
H 8.193 35.344 23.702  0.327
C -5.989 15.704 23.055  -0.323
C -5.034 16.670 23.126  -0.209
C -4.093 17.023 22.006  0.299
O -3.331 17.982 22.104  -0.569
C -4.183 16.065 20.937  -0.292
C -5.150 15.046 20.841  -0.167
C -6.219 14.900 21.852  0.297
O -7.105 14.077 21.659  -0.528
H -6.604 15.570 23.933  0.385
H -5.084 17.248 24.037  0.352
H -3.471 16.121 20.127  0.362
H -5.030 14.403 19.981  0.393
C 13.910 23.637 18.568  -0.264
C 12.773 22.963 18.447  -0.329
C 11.727 22.930 19.545  0.443
O 10.561 22.489 19.340  -0.567
C 12.281 23.358 20.864  -0.463
C 13.405 24.058 20.944  -0.212
C 14.298 24.318 19.797  0.428
O 15.260 25.078 19.872  -0.543
H 14.679 23.717 17.814  0.386
H 12.607 22.484 17.493  0.383
H 11.536 23.326 21.645  0.367
H 13.636 24.518 21.894  0.371

Output
Gap between HOMO and LUMO in eV: 3.614
Total charge: +1
Spin multiplicity: 1
HOMO level in eV: -11.120

Question: Among the records above, which one has the lowest gap between HOMO and LUMO?
Answer: C46H86Br10NO20S5